1.
Here is 3 unconnected molecules or ions with the total composition C33H60N6O8P2 from the OMol25 dataset. Energies are from ωB97M-V/def2-TZVPD.

XYZ file:
```
109
Properties=species:S:1:pos:R:3
P 7.163 -2.249 -5.023
P 1.636 -1.100 -0.716
O -1.999 4.660 0.638
O -2.704 5.088 3.280
O -4.088 4.075 -1.686
O -4.851 1.545 8.415
O -4.087 0.460 1.568
O 6.296 -2.699 -3.847
O 1.632 -0.056 0.402
O -2.329 3.147 -2.686
N 0.307 -1.984 -0.111
N 8.004 -1.719 -6.476
N 8.428 -3.351 -4.717
N 3.136 -1.813 -0.217
N 7.518 -0.699 -4.328
N 1.674 -2.160 -2.121
C 4.220 -0.845 -0.066
C -11.250 0.977 2.160
C -4.139 1.664 1.771
C -4.908 3.638 7.065
C -4.562 3.527 3.360
C 2.923 -2.336 -2.877
C 3.190 -2.766 0.875
C -5.238 4.322 4.513
C 8.103 -2.694 -7.569
C -3.309 4.198 2.722
C -4.240 4.246 5.768
C 9.851 -3.102 -4.621
C 7.759 -0.377 -7.022
C -4.023 2.470 7.690
C 6.326 0.044 -3.921
C -10.302 1.403 1.140
C 8.119 -4.769 -4.606
C -2.826 3.766 1.312
C 8.546 -0.544 -3.316
C 0.185 -3.408 0.116
C -6.255 1.681 3.545
C -4.984 2.308 2.886
C -6.859 0.424 2.797
C 0.536 -2.068 -3.043
C -4.612 0.184 7.983
C -2.751 2.122 -0.588
C -3.057 3.139 -1.726
C -9.383 0.207 3.662
C -8.420 0.614 2.657
C -3.230 2.567 0.833
C -10.825 0.386 3.431
C -0.937 -1.284 0.162
C -8.887 1.212 1.410
H -6.062 1.482 4.632
H 6.545 1.113 -3.855
H -1.485 -1.737 0.994
H 7.833 -3.702 -7.253
H -0.817 -3.770 -0.141
H 7.111 -4.941 -4.229
H 10.152 -3.018 -3.571
H -3.529 0.022 7.741
H -3.951 5.305 5.994
H 9.541 -0.657 -3.746
H 0.875 -3.995 -0.489
H 5.939 -0.295 -2.953
H 8.317 0.372 -6.460
H -12.334 1.105 1.953
H -6.271 3.989 4.760
H 7.448 -2.450 -8.410
H 0.175 -3.074 -3.273
H -1.590 -1.294 -0.720
H -3.284 3.710 5.510
H -7.048 2.482 3.515
H 4.191 -0.104 -0.871
H 4.165 -0.308 0.888
H 5.528 -0.071 -4.661
H 0.797 -1.569 -3.981
H 8.536 0.465 -2.898
H 5.191 -1.344 -0.131
H -3.469 1.980 6.843
H -6.686 -0.471 3.458
H -3.288 2.890 8.437
H -5.231 0.010 7.061
H -9.070 -0.253 4.623
H 0.363 -3.642 1.172
H -4.959 4.425 7.864
H 2.688 -2.391 1.776
H 2.752 -3.721 0.586
H 9.135 -2.727 -7.931
H -4.917 -0.494 8.815
H 8.103 -0.290 -8.056
H -3.654 4.949 -1.608
H -11.594 0.059 4.168
H -3.101 1.077 -0.817
H -5.279 5.398 4.186
H -6.484 0.270 1.761
H 8.195 -5.263 -5.582
H -10.624 1.864 0.182
H -5.955 3.298 6.874
H 8.798 -5.276 -3.914
H -0.297 -1.507 -2.620
H 10.430 -3.916 -5.069
H 8.423 -1.255 -2.490
H 10.161 -2.197 -5.143
H -0.779 -0.242 0.442
H -8.138 1.507 0.636
H -1.628 2.042 -0.535
H 3.443 -1.387 -3.017
H 3.587 -3.034 -2.369
H 2.746 -2.766 -3.866
H 4.224 -3.002 1.138
H -1.062 4.421 0.776
H 6.698 -0.122 -7.002
```

The value obtained for the strongest force on any atom is 7.4 eV/A. As for the SMILES: COCCCCC1=C(CCc2ccccc2)C(=O)C(CC(=O)O)=C(O)C1=O.CN(C)P(=O)(N(C)C)N(C)C.CN(C)P(=O)(N(C)C)N(C)C. As for the gap between HOMO and LUMO: 6.76 eV. The energy relative to the best compared isomer or geometry (same formula, charge and spin) comes out at 5.490 eV. The charge is 0.

Mulliken atomic charge list, values in e, 99 entries:
1. P 1.10
2. P 1.11
3. O -0.55
4. O -0.58
5. O -0.49
6. O -0.36
7. O -0.61
8. O -0.82
9. O -0.89
10. O -0.54
11. N 0.18
12. N -0.04
13. N 0.15
14. N 0.25
15. N 0.13
16. N 0.10
17. C -1.18
18. C -0.26
19. C 0.05
20. C -0.63
21. C -0.40
22. C -1.43
23. C -0.98
24. C -1.00
25. C -1.10
26. C 0.20
27. C -0.52
28. C -1.32
29. C -1.05
30. C -0.57
31. C -1.33
32. C -0.62
33. C -1.11
34. C 0.26
35. C -1.01
36. C -1.29
37. C -0.47
38. C 0.97
39. C -0.80
40. C -1.05
41. C -0.53
42. C -0.48
43. C 0.46
44. C -0.17
45. C 0.11
46. C 0.65
47. C -0.62
48. C -1.28
49. C -0.21
50. H 0.04
51. H 0.41
52. H 0.50
53. H 0.32
54. H 0.45
55. H 0.28
56. H 0.31
57. H 0.29
58. H 0.27
59. H 0.27
60. H 0.38
61. H 0.43
62. H 0.27
63. H 0.31
64. H 0.41
65. H 0.45
66. H 0.28
67. H 0.24
68. H 0.39
69. H 0.52
70. H 0.34
71. H 0.31
72. H 0.36
73. H 0.45
74. H 0.36
75. H 0.34
76. H 0.37
77. H 0.39
78. H 0.27
79. H 0.16
80. H 0.34
81. H 0.30
82. H 0.32
83. H 0.27
84. H 0.25
85. H 0.29
86. H 0.25
87. H 0.49
88. H 0.36
89. H 0.34
90. H 0.33
91. H 0.45
92. H 0.41
93. H 0.30
94. H 0.34
95. H 0.35
96. H 0.42
97. H 0.26
98. H 0.44
99. H 0.29

=====

2.
Here is a molecular structure, C33H61BClN9OPbS from the OMol25 dataset. Energies are from ωB97M-V/def2-TZVPD.

XYZ file:
```
108
Properties=species:S:1:pos:R:3
Pb -0.495 -1.443 -0.079
Cl 3.918 1.114 -1.800
S -1.741 -4.235 -0.437
O -0.221 -2.581 2.085
N -1.518 0.487 0.995
N -0.682 1.148 -1.776
N 2.045 -0.166 -0.306
N 0.115 2.178 -1.102
N -3.596 -4.902 -2.226
N 1.811 0.988 0.516
N -0.674 1.609 1.250
N -0.338 -4.735 2.835
N -1.383 -4.924 -2.999
C -2.453 0.435 1.984
C -3.635 -0.482 2.047
C -2.210 4.462 2.305
C -3.886 -1.326 0.800
C 2.951 -1.032 0.369
C 3.209 1.965 2.567
C 3.375 -0.327 1.488
C -0.990 3.677 2.757
C -0.463 0.633 -5.390
C 1.152 -3.222 3.956
C 0.940 4.519 -1.734
C 0.005 5.323 -0.794
C -2.264 -4.708 -2.001
C 2.451 4.532 -1.324
C 2.475 -3.130 -1.122
C 4.769 -2.676 -0.100
C -0.887 3.741 4.291
C -4.321 -4.690 -3.523
C -1.116 2.241 2.354
C -1.612 -5.687 -4.240
C 2.341 3.189 2.885
C -2.196 1.474 2.891
C 2.328 0.250 -1.681
C 0.401 3.153 -2.014
C -0.033 2.698 -3.263
C 2.742 0.933 1.526
C -0.685 1.457 -3.070
C -1.376 0.668 -4.129
C 4.694 2.371 2.255
C 0.165 -3.492 2.859
C 3.237 -2.476 0.005
C -3.608 -1.201 3.425
C -1.874 -0.702 -3.651
B 0.530 1.972 0.353
H 2.036 -3.889 3.937
H -1.044 -5.006 2.159
H 3.270 1.390 3.514
H -3.076 4.076 2.830
H 0.873 5.119 -2.690
H -3.329 -0.941 -0.068
H 4.053 -0.704 2.212
H 1.309 2.912 3.139
H 5.187 -1.972 -0.811
H -2.746 1.764 3.776
H -0.832 -0.076 -6.151
H -0.409 -4.804 -2.752
H 0.542 0.372 -5.122
H -4.157 -4.769 -1.369
H -1.049 5.289 -1.149
H 3.013 -4.041 -1.389
H -4.445 -1.903 3.558
H -3.684 -4.082 -4.210
H 2.351 3.886 2.043
H -4.538 0.187 2.178
H -0.417 1.610 -5.849
H -4.568 -5.665 -3.985
H 4.785 2.631 1.199
H -2.699 -1.819 3.459
H 3.105 4.087 -2.127
H 2.759 5.563 -1.175
H -2.290 -6.560 -4.080
H -1.859 3.564 4.747
H 2.980 -2.989 0.988
H -2.031 -5.070 -5.043
H -2.504 -1.151 -4.419
H 1.460 -3.429 -0.822
H 0.099 4.961 0.232
H -0.181 2.962 4.640
H 0.703 -3.431 4.945
H -2.156 5.528 2.492
H -2.470 -0.554 -2.725
H -5.253 -4.147 -3.293
H 0.297 6.351 -0.813
H 5.017 3.208 2.871
H -4.930 -1.311 0.474
H -0.637 -6.072 -4.582
H 1.504 -2.161 3.864
H -3.631 -2.396 0.950
H 2.567 3.955 -0.415
H -0.095 4.116 2.269
H 5.357 1.527 2.442
H -0.540 4.711 4.646
H 1.543 0.963 -2.005
H 2.321 -0.672 -2.329
H 4.991 -3.688 -0.442
H 0.905 3.119 0.790
H -3.628 -0.469 4.225
H 2.393 -2.507 -2.007
H -2.267 1.240 -4.435
H -1.028 -1.395 -3.435
H 2.790 3.788 3.688
H 5.217 -2.491 0.855
H 0.045 3.314 -4.164
H 0.032 -5.459 3.461
H -2.407 4.350 1.238
```

The value obtained for the strongest force on any atom is 2.8 eV/A. As for the gap between HOMO and LUMO: 7.69 eV. The energy relative to the best compared isomer or geometry (same formula, charge and spin) comes out at 0.000 eV. The charge is +2.

Mulliken atomic charge list, values in e, 99 entries:
1. Pb 1.97
2. Cl -0.16
3. S -0.31
4. O -0.49
5. N -0.75
6. N -0.07
7. N -0.18
8. N 0.00
9. N -0.25
10. N 1.08
11. N 0.81
12. N -0.24
13. N -0.04
14. C -0.79
15. C 0.97
16. C -1.82
17. C -0.82
18. C -0.57
19. C 0.53
20. C -1.10
21. C 1.06
22. C -1.43
23. C -1.34
24. C 0.11
25. C -1.28
26. C 0.28
27. C -1.14
28. C -1.13
29. C -1.59
30. C -1.60
31. C -0.81
32. C 0.14
33. C -1.05
34. C -0.99
35. C -0.51
36. C 0.85
37. C 0.18
38. C -1.09
39. C -0.04
40. C -0.12
41. C 0.83
42. C -1.49
43. C 0.49
44. C 1.18
45. C -1.29
46. C -1.05
47. B 0.20
48. H 0.40
49. H 0.14
50. H 0.45
51. H 0.42
52. H 0.57
53. H -0.18
54. H 0.81
55. H -0.18
56. H 0.39
57. H 0.49
58. H 0.40
59. H 0.21
60. H 0.33
61. H 0.31
62. H 0.32
63. H 0.44
64. H 0.42
65. H 0.17
66. H 0.17
67. H 0.33
68. H 0.37
69. H 0.32
70. H 0.33
71. H 0.11
72. H 0.25
73. H 0.47
74. H 0.32
75. H 0.45
76. H -0.06
77. H 0.33
78. H 0.57
79. H 0.08
80. H 0.05
81. H 0.32
82. H 0.45
83. H 0.43
84. H 0.08
85. H 0.33
86. H 0.53
87. H 0.46
88. H 0.45
89. H 0.36
90. H 0.16
91. H 0.24
92. H 0.02
93. H 0.01
94. H 0.40
95. H 0.41
96. H -0.68
97. H 0.26
98. H 0.42
99. H -0.69